(1)
{"formula": "C64H55Ge2NOP2S2Sn", "method": "wB97M-V/def2-TZVPD", "total_energy_ha": -8448.87951, "orbital_gap_ev": [6.2, 6.5], "multiplicity": 2, "total_charge": 1, "e_homo_ev": [-8.6, -10.2], "symbols": ["Sn", "O", "S", "C", "C", "C", "C", "C", "C", "C", "C", "C", "C", "P", "C", "C", "C", "C", "C", "C", "C", "C", "C", "C", "C", "C", "C", "C", "C", "C", "C", "C", "C", "C", "C", "C", "C", "C", "P", "C", "C", "C", "C", "C", "C", "C", "C", "C", "C", "C", "C", "C", "C", "H", "H", "H", "H", "H", "H", "H", "H", "H", "H", "H", "H", "H", "H", "H", "H", "H", "H", "H", "H", "H", "H", "H", "H", "H", "H", "H", "H", "H", "H", "H", "H", "H", "H", "H", "H", "C", "Ge", "C", "C", "Ge", "C", "C", "C", "C", "C", "C", "C", "C", "C", "C", "C", "C", "H", "H", "H", "H", "H", "H", "H", "H", "H", "H", "H", "H", "H", "H", "H", "H", "H", "H", "H", "S", "C", "N"], "coordinates": [[-0.368031, 0.517803, -0.948559], [-0.898116, 0.002888, 1.831825], [0.488457, -0.542763, 1.652862], [0.544727, -1.997679, 2.675323], [1.280214, -2.092973, 3.829945], [1.307189, -3.264498, 4.610794], [0.590937, -4.344356, 4.181953], [0.412847, -5.717974, 4.774262], [-0.471768, -6.480849, 3.756489], [-0.776854, -5.473651, 2.680211], [-1.514848, -5.566137, 1.534936], [-1.604300, -4.437095, 0.705868], [-0.996283, -3.221216, 0.973343], [-1.413573, -1.931731, -0.287546], [-1.330918, -2.916854, -1.819589], [-2.425235, -3.256312, -2.605725], [-2.235173, -3.979118, -3.776098], [-0.961196, -4.363776, -4.161773], [0.134890, -4.023404, -3.379929], [-0.048461, -3.296052, -2.218046], [-3.172548, -1.592383, 0.005157], [-3.828726, -1.951146, 1.176403], [-5.167035, -1.625970, 1.346606], [-5.854748, -0.946869, 0.353608], [-5.199944, -0.574731, -0.812355], [-3.861990, -0.882012, -0.981113], [-0.208468, -3.101756, 2.167770], [-0.139795, -4.255853, 2.976525], [1.598865, 0.564172, 2.485751], [1.150460, 1.200155, 3.618028], [2.009737, 1.946799, 4.446028], [3.342875, 1.971660, 4.132419], [4.521281, 2.597265, 4.833046], [5.752381, 2.208913, 3.971849], [5.178116, 1.489860, 2.778820], [5.754664, 0.990208, 1.643651], [4.919345, 0.430651, 0.659715], [3.550965, 0.288286, 0.799980], [2.599658, -0.094663, -0.732638], [3.266417, 1.186403, -1.859510], [2.662157, 2.439984, -1.774628], [3.083169, 3.487835, -2.576805], [4.115412, 3.286809, -3.481602], [4.728918, 2.044866, -3.566038], [4.309122, 0.994943, -2.762635], [3.253098, -1.662606, -1.367558], [2.962333, -1.988143, -2.695996], [3.322554, -3.225409, -3.202183], [3.944989, -4.158449, -2.381858], [4.207743, -3.849973, -1.055390], [3.860763, -2.607184, -0.544374], [2.943571, 0.694953, 2.029141], [3.788159, 1.350873, 2.946460], [1.857189, -1.242139, 4.166080], [1.890464, -3.283498, 5.522201], [1.376626, -6.206708, 4.920465], [-0.066575, -5.653766, 5.752030], [0.053845, -7.337895, 3.332236], [-1.385089, -6.862469, 4.213554], [-2.023667, -6.477834, 1.249600], [-2.197192, -4.529409, -0.194527], [-3.424183, -2.973476, -2.300475], [-3.089569, -4.243004, -4.385852], [-0.821031, -4.922577, -5.077689], [1.132373, -4.313059, -3.682681], [0.808418, -3.026017, -1.605065], [-3.301099, -2.475778, 1.961457], [-5.671582, -1.907850, 2.261580], [-6.899736, -0.699099, 0.485899], [-5.732157, -0.034118, -1.584674], [-3.347718, -0.597838, -1.895701], [0.103821, 1.088164, 3.880048], [1.613093, 2.443827, 5.321665], [4.398802, 3.680278, 4.888383], [4.609689, 2.236219, 5.857962], [6.333948, 3.081180, 3.673238], [6.426516, 1.549066, 4.520660], [6.819874, 1.057877, 1.462726], [5.370898, 0.129511, -0.278506], [1.862210, 2.605506, -1.062555], [2.602168, 4.454542, -2.492093], [4.438423, 4.096016, -4.123350], [5.542069, 1.892247, -4.264187], [4.795021, 0.031545, -2.846000], [2.447475, -1.274544, -3.330479], [3.115809, -3.458651, -4.239075], [4.216492, -5.129472, -2.775063], [4.691249, -4.576977, -0.415594], [4.066819, -2.368905, 0.492698], [-1.430265, 3.468456, -4.197209], [-3.088734, 2.975572, -3.255110], [-3.788019, 1.311335, -4.042808], [-4.415606, 4.430081, -3.435391], [-2.348975, 2.505243, -0.905209], [-1.041675, 3.930857, -0.413958], [-1.118762, 5.178835, -1.032510], [-0.245933, 6.203491, -0.696336], [0.728155, 5.997575, 0.270634], [0.813324, 4.768022, 0.906948], [-0.065299, 3.749152, 0.565455], [-3.614063, 2.493102, 0.605113], [-3.121770, 2.359088, 1.901695], [-3.986927, 2.335874, 2.983972], [-5.356212, 2.447893, 2.781124], [-5.855220, 2.583566, 1.494131], [-4.988892, 2.594047, 0.411164], [-1.593238, 3.379060, -5.272223], [-0.623330, 2.791729, -3.912697], [-1.128008, 4.490722, -3.975735], [-3.971800, 1.475633, -5.105795], [-4.721360, 0.991156, -3.578793], [-3.051391, 0.512697, -3.945756], [-4.639175, 4.538983, -4.497561], [-4.018380, 5.374294, -3.065455], [-5.338544, 4.205173, -2.903066], [-1.883408, 5.355439, -1.781323], [-0.329937, 7.166487, -1.184380], [1.414027, 6.793813, 0.530197], [1.564985, 4.599401, 1.669541], [0.009120, 2.798758, 1.090393], [-2.055974, 2.260292, 2.068521], [-3.595645, 2.235670, 3.988857], [-6.031635, 2.427927, 3.626798], [-6.922811, 2.679670, 1.338165], [-5.385983, 2.703339, -0.592899], [0.287674, -0.832911, -5.438582], [-0.203096, -0.352566, -4.025131], [-0.578896, 0.050436, -2.970465]], "forces_ev_per_a": [[-0.5, 0.3, 0.1], [-0.3, 0.1, 0.0], [0.4, 0.0, 0.8], [0.1, 0.1, -0.3], [0.0, 0.1, 0.0], [0.0, -0.2, 0.1], [0.0, 0.1, -0.1], [0.0, 0.0, 0.0], [0.0, -0.1, 0.0], [-0.1, 0.1, -0.1], [0.0, -0.1, 0.1], [0.0, 0.2, 0.0], [0.1, 0.2, 0.1], [-0.4, -0.4, -0.2], [0.1, 0.1, 0.0], [0.0, 0.0, 0.1], [0.0, 0.0, 0.0], [0.0, 0.0, 0.0], [0.0, 0.0, 0.0], [0.0, 0.0, 0.1], [0.1, 0.1, -0.1], [0.1, 0.0, 0.0], [0.0, 0.0, 0.0], [0.0, 0.0, 0.0], [0.0, 0.0, 0.0], [0.1, 0.0, 0.0], [0.0, -0.2, 0.0], [0.0, 0.2, -0.1], [0.0, -0.1, -0.2], [-0.1, -0.1, 0.0], [0.1, 0.1, 0.1], [-0.1, -0.1, -0.1], [0.0, 0.1, 0.0], [0.1, 0.0, 0.0], [0.0, 0.0, -0.1], [0.1, 0.1, 0.1], [-0.2, 0.0, 0.0], [-0.1, -0.1, -0.1], [0.4, 0.2, -0.3], [-0.1, -0.1, 0.0], [0.0, 0.0, 0.0], [0.0, 0.0, 0.0], [0.0, 0.0, 0.0], [0.1, 0.0, 0.0], [0.0, 0.0, 0.0], [-0.2, 0.0, 0.1], [0.1, 0.0, 0.0], [0.1, 0.1, 0.0], [0.0, 0.0, 0.0], [0.0, -0.1, 0.0], [0.0, 0.1, 0.0], [0.2, 0.1, 0.1], [-0.1, -0.1, -0.1], [0.0, 0.0, 0.0], [0.0, 0.0, 0.0], [0.0, 0.0, 0.0], [0.0, 0.0, 0.0], [0.0, 0.0, 0.0], [0.0, 0.0, 0.0], [0.0, 0.0, 0.0], [0.0, 0.0, 0.0], [0.0, 0.0, -0.1], [0.0, 0.0, 0.0], [0.0, 0.0, 0.0], [-0.1, 0.0, 0.0], [0.0, 0.0, -0.1], [0.0, 0.0, 0.0], [0.0, 0.0, 0.0], [0.0, 0.0, 0.0], [0.0, 0.0, 0.0], [-0.1, 0.1, 0.0], [0.0, 0.0, 0.0], [0.0, 0.0, 0.0], [0.0, 0.0, 0.0], [0.0, 0.0, 0.0], [0.0, 0.0, 0.0], [0.0, 0.0, 0.0], [0.0, 0.0, 0.0], [0.0, 0.0, 0.0], [-0.1, 0.1, 0.0], [0.0, 0.0, 0.0], [0.0, 0.0, 0.0], [0.0, 0.0, 0.0], [0.0, 0.0, 0.0], [0.0, 0.0, -0.1], [0.0, 0.0, 0.0], [0.0, 0.0, 0.0], [0.0, 0.0, 0.0], [0.0, 0.0, 0.0], [-0.2, -0.1, 0.1], [0.1, -0.2, 0.1], [0.1, 0.1, 0.1], [0.2, -0.3, 0.1], [0.0, 0.7, 0.1], [-0.1, -0.2, -0.1], [-0.1, -0.1, 0.0], [0.0, 0.1, 0.0], [0.0, 0.0, 0.0], [0.0, 0.0, 0.0], [0.0, -0.2, 0.1], [0.2, -0.3, -0.3], [0.0, 0.0, 0.0], [0.0, 0.0, 0.0], [0.0, 0.0, 0.0], [-0.1, 0.0, 0.0], [0.1, 0.1, -0.1], [0.0, 0.0, 0.0], [0.0, 0.0, 0.0], [0.0, 0.0, 0.0], [0.0, 0.0, 0.0], [0.0, 0.0, 0.0], [0.0, 0.0, 0.0], [0.0, 0.0, 0.0], [0.0, 0.0, 0.0], [0.0, 0.0, 0.0], [0.0, 0.1, 0.0], [0.0, 0.0, 0.0], [0.0, 0.0, 0.0], [0.0, 0.0, 0.0], [0.0, 0.0, 0.0], [0.0, 0.0, 0.0], [0.0, 0.0, 0.0], [0.0, 0.0, 0.0], [0.0, 0.0, 0.0], [0.0, 0.0, 0.0], [0.2, -0.2, -0.6], [-0.1, 0.4, 0.7], [0.1, -0.2, -0.3]], "lowdin_charge": [0.919, -0.573, 0.781, -0.275, -0.032, 0.002, -0.141, -0.091, -0.090, -0.141, 0.009, -0.062, -0.254, 1.018, -0.387, -0.079, -0.059, -0.068, -0.071, -0.098, -0.352, -0.060, -0.056, -0.066, -0.075, -0.136, -0.125, -0.078, -0.342, -0.059, 0.005, -0.138, -0.090, -0.089, -0.141, 0.007, -0.060, -0.276, 1.015, -0.365, -0.111, -0.063, -0.069, -0.066, -0.086, -0.381, -0.125, -0.094, -0.067, -0.069, -0.083, -0.134, -0.082, 0.108, 0.122, 0.124, 0.125, 0.125, 0.124, 0.123, 0.110, 0.102, 0.111, 0.111, 0.087, 0.098, 0.109, 0.111, 0.112, 0.104, 0.077, 0.123, 0.122, 0.125, 0.123, 0.123, 0.125, 0.122, 0.111, 0.059, 0.109, 0.109, 0.109, 0.105, 0.084, 0.113, 0.110, 0.108, 0.103, -0.236, 0.700, -0.245, -0.238, 0.821, -0.372, -0.123, -0.077, -0.084, -0.084, -0.166, -0.349, -0.115, -0.074, -0.083, -0.090, -0.134, 0.027, 0.000, 0.012, 0.027, 0.004, -0.012, 0.023, 0.010, 0.009, 0.073, 0.107, 0.105, 0.103, 0.060, 0.073, 0.104, 0.104, 0.106, 0.089, 0.680, -0.970, -0.146]}

(2)
{"formula": "C5H10O", "method": "wB97M-V/def2-TZVPD", "total_energy_ha": -271.68176, "orbital_gap_ev": 10.4, "e_homo_ev": -9.3, "symbols": ["C", "C", "C", "C", "O", "C", "H", "H", "H", "H", "H", "H", "H", "H", "H", "H"], "coordinates": [[0.116385, 1.068664, 1.498528], [-0.960688, 1.202488, 0.735032], [-1.523738, 0.000502, 0.041347], [-0.527691, -0.355252, -1.114705], [0.804635, 0.050619, -0.893507], [1.729406, -0.882458, -0.400084], [0.454105, 0.071594, 1.781109], [0.756673, 1.900199, 1.767582], [-1.270867, 2.184251, 0.383392], [-2.512194, 0.195148, -0.397191], [-1.657557, -0.837561, 0.737340], [-0.578986, -1.427554, -1.343845], [-0.844208, 0.199254, -2.003061], [1.308855, -1.579998, 0.337796], [2.166999, -1.464025, -1.221238], [2.538873, -0.325864, 0.091507]], "forces_ev_per_a": [[-0.2, 0.1, 0.1], [0.3, 0.1, 0.0], [0.0, -0.1, 0.0], [-0.2, -0.1, -0.3], [0.0, 0.0, -0.2], [0.2, -0.3, 0.1], [0.0, 0.2, 0.0], [-0.3, 0.0, 0.3], [0.0, -0.1, 0.1], [0.3, -0.1, 0.0], [0.2, 0.1, -0.1], [0.0, 0.1, 0.0], [0.0, -0.1, 0.0], [-0.1, 0.1, -0.1], [-0.1, -0.1, 0.1], [-0.2, -0.1, -0.1]], "lowdin_charge": [-0.005, -0.189, -0.177, -0.215, -0.228, -0.126, 0.061, 0.062, 0.101, 0.105, 0.108, 0.120, 0.118, 0.086, 0.086, 0.092]}

(3)
{"formula": "C9H11N3", "method": "wB97M-V/def2-TZVPD", "total_energy_ha": -513.66487, "orbital_gap_ev": 7.9, "e_homo_ev": -7.3, "symbols": ["C", "N", "C", "C", "C", "C", "C", "C", "C", "N", "C", "N", "H", "H", "H", "H", "H", "H", "H", "H", "H", "H", "H"], "coordinates": [[-2.401129, 1.504108, -1.273920], [-1.094570, 0.841686, -0.814430], [-0.893687, 0.876293, 0.591244], [0.463248, 0.052388, 0.888422], [1.156558, 0.238842, 2.157433], [2.241343, -0.413618, 2.515624], [2.698860, -1.550925, 1.727559], [1.917415, -1.856695, 0.476853], [0.946253, -0.871569, 0.038689], [0.077339, -1.113799, -0.989334], [-0.626094, -0.181084, -1.516123], [-0.874449, -0.383059, -2.904902], [-3.263566, 0.903659, -1.169231], [-2.374147, 1.659183, -2.405805], [-2.399501, 2.586886, -0.797605], [-0.687187, 1.843455, 0.823706], [-1.707592, 0.646577, 1.517344], [0.738303, 1.081944, 2.869857], [2.590611, -0.274583, 3.565906], [3.513502, -2.184043, 1.833719], [1.981666, -2.873424, -0.239090], [-1.565928, 0.503814, -3.357500], [-0.437247, -1.036036, -3.538415]], "forces_ev_per_a": [[3.1, 2.7, -1.1], [-4.2, 2.2, -1.2], [1.6, -3.5, 3.0], [0.2, 2.9, 4.0], [-4.5, 4.0, -1.3], [3.0, -3.7, 1.2], [-4.3, 1.2, -4.0], [1.3, 0.2, 0.6], [-1.4, -2.7, 1.2], [1.7, -1.5, -2.5], [1.1, -3.7, -2.4], [-4.3, 5.8, 0.2], [-0.9, -0.6, 1.0], [0.2, 0.2, 1.6], [-0.5, -2.4, -0.8], [0.7, 3.0, 0.7], [1.2, -0.3, -3.1], [0.8, -1.8, -1.4], [0.3, 0.0, -1.2], [1.4, -0.9, 1.1], [0.3, 3.0, 2.2], [3.1, -4.2, 1.3], [0.2, 0.1, 0.8]], "lowdin_charge": [-0.014, -0.094, -0.110, -0.125, -0.107, -0.151, -0.040, 0.012, -0.307, 0.097, -0.466, 0.103, 0.066, 0.066, 0.131, 0.061, 0.183, 0.142, 0.109, 0.049, 0.155, 0.164, 0.080]}

What are the ΔE to the lowest compared entry with this formula, charge and spin values for these records? In order: 0.00, 44.47, 109.90 kcal per mole.